# 1
Density functional theory data (the ωB97M-V functional and the def2-TZVPD basis) for a cluster of 3 separate species, C2H9NO4 in total at a distorted geometry.

Geometry as XYZ:
```
16
Properties=species:S:1:pos:R:3
O 0.94 2.36 0.58
C 0.26 1.88 -0.31
N -0.14 0.57 -0.43
C -0.76 0.08 0.78
O -0.14 -1.17 1.18
H 0.21 2.39 -1.28
H 0.25 -0.14 -1.02
H -0.65 0.61 1.73
H -1.79 -0.26 0.70
H 0.70 -1.02 1.61
O -2.28 -1.15 -1.44
H -2.62 -1.46 -0.59
H -2.67 -1.79 -2.06
O 2.73 -0.51 -0.11
H 2.50 0.38 0.20
H 3.47 -0.76 0.46
```

For the relative energy (zero: lowest compared OMol25 entry of this formula, charge and spin), the calculation gives 48.7 kcal/mol. The calculation puts the LUMO energy at 0.639 eV. The calculation puts the total energy at -437.26977 Ha. As for the charge: 0.

# 2
Density functional theory data (the ωB97M-V functional and the def2-TZVPD basis) for a cluster of 2 separate species, C2H9NOP in total at a distorted geometry.

Geometry as XYZ:
```
14
Properties=species:S:1:pos:R:3
C -1.44 0.65 0.68
C 1.14 -0.97 -0.80
N -0.97 0.22 -0.63
O 2.71 1.03 0.10
P 2.26 -0.50 0.39
H -1.30 -0.09 1.44
H -0.78 1.55 0.91
H -2.51 0.92 0.60
H 0.61 -1.92 -0.94
H 1.42 -0.58 -1.81
H -1.38 -0.69 -0.94
H -1.23 0.96 -1.29
H 3.70 1.21 0.06
H 2.13 -0.46 1.85
```

For the relative energy (zero: lowest compared OMol25 entry of this formula, charge and spin), the calculation gives 50.5 kcal/mol. The calculation puts the LUMO energy at -5.614 eV. The calculation puts the total energy at -552.60001 Ha. As for the charge: +1.

# 3
Density functional theory data (the ωB97M-V functional and the def2-TZVPD basis) for a cluster of 2 separate species, C2H9NOS in total at a distorted geometry.

Geometry as XYZ:
```
14
Properties=species:S:1:pos:R:3
C 4.70 -0.87 0.49
S 4.07 -2.44 1.05
H 5.67 -0.98 0.09
H 3.98 -0.50 -0.24
H 4.62 -0.20 1.36
H 5.02 -2.68 1.98
N -4.47 1.07 -0.75
C -3.08 0.71 -0.85
O -2.54 0.42 0.40
H -4.63 1.87 -0.17
H -4.95 1.26 -1.62
H -2.99 -0.19 -1.43
H -2.50 1.48 -1.36
H -2.90 1.04 1.05
```

For the relative energy (zero: lowest compared OMol25 entry of this formula, charge and spin), the calculation gives 22.6 kcal/mol. The calculation puts the LUMO energy (alpha / beta) at -4.510 / -9.593 eV. The calculation puts the total energy at -609.40250 Ha. As for the charge: +1. The spin multiplicity is 2. As for the expectation value of S²: 0.75.

Which of these has the lowest charge? C2H9NO4